Entry 1:
{"formula": "C45H96N7O2S2", "method": "the ωB97M-V functional and the def2-TZVPD basis", "species": ["C", "O", "C", "C", "C", "C", "C", "C", "C", "C", "C", "C", "C", "N", "N", "C", "C", "C", "S", "C", "S", "N", "C", "C", "O", "C", "C", "C", "H", "H", "H", "H", "H", "H", "H", "H", "H", "H", "H", "H", "H", "H", "H", "H", "H", "H", "H", "H", "H", "H", "H", "H", "H", "H", "H", "H", "H", "H", "H", "H", "H", "H", "H", "H", "C", "C", "N", "C", "C", "C", "C", "H", "H", "H", "H", "H", "H", "H", "H", "H", "H", "H", "H", "H", "H", "H", "C", "C", "N", "C", "C", "C", "C", "H", "H", "H", "H", "H", "H", "H", "H", "H", "H", "H", "H", "H", "H", "H", "C", "C", "N", "C", "C", "C", "C", "H", "H", "H", "H", "H", "H", "H", "H", "H", "H", "H", "H", "H", "H", "H", "C", "C", "N", "C", "C", "C", "C", "H", "H", "H", "H", "H", "H", "H", "H", "H", "H", "H", "H", "H", "H", "H"], "xyz": [[5.28757, 4.82526, 1.32971], [4.14228, 4.79230, 0.44252], [4.06541, 3.51852, -0.24330], [4.95755, 3.54051, -1.59345], [4.42857, 2.45122, -2.66813], [4.48138, 1.01825, -1.95849], [5.19094, -0.12273, -2.83202], [5.71088, -1.30686, -1.88657], [4.89381, -2.66988, -2.01816], [3.31480, -2.49853, -1.74635], [2.88292, -3.23760, -0.42587], [3.33643, -4.64149, -0.03062], [2.79571, -5.14077, 1.28080], [1.98160, -4.53080, 2.22687], [1.68072, -3.31820, 1.81178], [0.83229, -2.54323, 2.80438], [1.43609, -1.10909, 3.14024], [2.81096, -1.13370, 3.94984], [4.25650, -1.77008, 2.98199], [5.83721, -1.11968, 3.70592], [5.97761, 0.53771, 3.84226], [6.83485, -2.10961, 4.07812], [8.08852, -1.50455, 4.59022], [9.07145, -0.93633, 3.45365], [8.52807, -0.96814, 2.11597], [8.07502, -2.29458, 1.79635], [7.21386, -3.00322, 2.95460], [2.00384, -2.65227, 0.65262], [5.49781, 5.86986, 1.71393], [6.17578, 4.40498, 0.75624], [5.14211, 4.15540, 2.25073], [4.46274, 2.71438, 0.47602], [2.97767, 3.24884, -0.44355], [6.00098, 3.18731, -1.28207], [4.96055, 4.59980, -2.01346], [3.33107, 2.70887, -2.87566], [4.99609, 2.51522, -3.64972], [3.40768, 0.72260, -1.69727], [5.04018, 1.06423, -0.95690], [4.47242, -0.54365, -3.60784], [6.06463, 0.34709, -3.40278], [6.78452, -1.54555, -2.22119], [5.82242, -0.94380, -0.80203], [5.38551, -3.41272, -1.29151], [5.09027, -3.11260, -3.05923], [2.66736, -2.82881, -2.62553], [3.13838, -1.37572, -1.61737], [4.02106, -5.28361, -0.65409], [3.10213, -6.20697, 1.56347], [0.67514, -3.11694, 3.77149], [-0.21096, -2.44150, 2.33414], [1.59160, -0.43662, 2.23266], [0.66375, -0.56341, 3.79246], [2.65096, -1.64941, 4.95593], [3.04532, -0.03766, 4.21012], [8.66379, -2.35685, 5.10553], [7.91848, -0.73406, 5.42107], [9.41114, 0.13334, 3.64865], [10.02299, -1.58669, 3.42782], [8.99347, -2.96885, 1.61733], [7.48583, -2.33799, 0.81259], [6.34928, -3.54380, 2.45927], [7.87548, -3.82501, 3.41082], [1.60074, -1.60337, 0.48463], [-4.29183, 2.74519, 0.24137], [-2.90890, 2.73157, -0.39903], [-1.83141, 2.47120, 0.54886], [-0.50505, 2.75177, 0.00909], [-0.02533, 1.90472, -1.16979], [-1.94105, 1.24354, 1.32774], [-2.04687, -0.07774, 0.56458], [-4.33185, 3.44430, 1.07998], [-5.03660, 3.06011, -0.49343], [-4.58526, 1.75474, 0.59788], [-2.75343, 3.71893, -0.84533], [-2.90792, 2.00960, -1.22632], [0.23451, 2.68579, 0.81514], [-0.48340, 3.80237, -0.30158], [0.25004, 0.89554, -0.85778], [0.87266, 2.35734, -1.60396], [-0.76987, 1.83658, -1.96527], [-2.81888, 1.32968, 1.97622], [-1.09817, 1.18167, 2.02568], [-2.76467, -0.03204, -0.25689], [-2.38537, -0.86577, 1.24564], [-1.08158, -0.39614, 0.16680], [-10.30228, -0.44637, -0.40496], [-8.92136, -0.46095, -1.05022], [-7.84045, -0.72150, -0.10637], [-6.51692, -0.44072, -0.65210], [-6.04267, -1.28740, -1.83241], [-7.94759, -1.94979, 0.67358], [-8.05709, -3.26971, -0.08959], [-10.33811, 0.25287, 0.43381], [-11.04917, -0.13079, -1.13738], [-10.59577, -1.43616, -0.04707], [-8.76696, 0.52674, -1.49697], [-8.92370, -1.18276, -1.87737], [-5.77303, -0.50626, 0.15027], [-6.49768, 0.61043, -0.96319], [-5.76525, -2.29528, -1.52160], [-5.14697, -0.83421, -2.27136], [-6.79122, -1.35617, -2.62413], [-8.82273, -1.86313, 1.32565], [-7.10259, -2.01240, 1.36769], [-8.77827, -3.22269, -0.90810], [-8.39287, -4.05736, 0.59164], [-7.09479, -3.58830, -0.49089], [-5.84385, -4.08290, -9.09532], [-6.15598, -2.94989, -8.12438], [-6.02789, -3.33228, -6.72298], [-6.60865, -2.35942, -5.80260], [-5.97972, -0.96766, -5.75144], [-4.73826, -3.88093, -6.32015], [-3.49556, -3.02126, -6.55222], [-6.44517, -4.96805, -8.87464], [-6.07198, -3.76802, -10.11646], [-4.78787, -4.36297, -9.06964], [-7.19044, -2.64447, -8.31176], [-5.52421, -2.08674, -8.37127], [-6.61755, -2.78022, -4.79094], [-7.66681, -2.24104, -6.06319], [-5.02140, -0.97621, -5.23089], [-6.63574, -0.29013, -5.19486], [-5.83777, -0.53687, -6.74452], [-4.59423, -4.83122, -6.84470], [-4.77973, -4.16319, -5.26269], [-3.47403, -2.57488, -7.54850], [-2.59977, -3.64310, -6.45752], [-3.40773, -2.22573, -5.81189], [0.16436, 2.32605, 5.52167], [0.52057, 3.78393, 5.79126], [1.93697, 4.07856, 5.61326], [2.33095, 5.37708, 6.15382], [1.72292, 6.62502, 5.51552], [2.50404, 3.74415, 4.31260], [1.86906, 4.37234, 3.07386], [0.78328, 1.65183, 6.11981], [-0.88074, 2.14572, 5.78567], [0.28316, 2.06587, 4.46579], [0.24610, 3.99313, 6.83008], [-0.11193, 4.42531, 5.16428], [3.42257, 5.46289, 6.12686], [2.07799, 5.38714, 7.22032], [2.15958, 6.83348, 4.53846], [1.92954, 7.49566, 6.14601], [0.63873, 6.55309, 5.40874], [2.46531, 2.65508, 4.19416], [3.57465, 3.97474, 4.31394], [0.77815, 4.31429, 3.08830], [2.21034, 3.83753, 2.18139], [2.16129, 5.41454, 2.94863]], "forces_ev_per_a": [[0.45, -0.66, 0.14], [0.49, -0.77, 0.34], [0.63, -0.34, -0.03], [-0.32, -0.89, 0.17], [-0.57, 0.67, 1.30], [0.09, -0.27, -0.36], [-0.22, 0.19, 0.54], [0.86, -0.10, -0.61], [0.66, -0.20, -0.07], [0.25, 0.43, 0.77], [-0.30, -2.60, 2.68], [-2.50, 3.01, 1.68], [0.82, -1.02, -0.59], [2.62, -0.46, -4.13], [-0.90, 2.32, -0.04], [-1.18, 1.28, 0.24], [0.35, 0.19, 0.13], [-0.51, 1.64, 1.29], [0.20, -0.70, 0.14], [0.28, 0.82, 0.57], [-0.18, -1.88, 0.23], [-0.89, 2.29, -1.82], [1.45, -0.16, 1.20], [1.05, -0.15, -0.12], [-0.99, -0.97, 0.71], [0.52, -1.08, -0.28], [0.84, -1.55, -0.37], [1.51, -1.13, -1.90], [-0.44, -1.17, -0.82], [-0.77, 0.77, 0.85], [-0.04, 0.76, -1.21], [-0.55, 0.93, -1.03], [1.22, 0.70, 0.10], [-1.19, 0.88, -0.61], [0.08, -1.44, 0.59], [1.51, -0.35, 0.05], [-0.56, -0.22, 1.32], [1.36, 0.24, -0.30], [-0.70, 0.14, -1.48], [0.86, 0.56, 0.85], [-1.18, -0.69, 0.87], [-1.51, 0.19, 0.56], [-0.47, -0.60, -1.47], [-0.94, 0.97, -0.93], [-0.49, 0.75, 1.45], [0.88, 0.19, 1.26], [-0.02, -1.57, -0.07], [-0.96, 0.83, 0.85], [-0.57, 1.77, -0.32], [0.68, 0.33, -1.48], [1.56, -0.04, 0.56], [-0.36, -1.03, 0.99], [1.12, -0.89, -0.85], [0.46, 0.32, -1.47], [-0.27, -1.54, -0.44], [-0.97, 1.07, -0.77], [-0.15, -1.06, -1.52], [-0.73, -1.43, -0.25], [-1.27, 0.85, 0.23], [-1.16, 0.91, 0.25], [0.81, 0.74, 1.44], [0.71, 0.87, 0.92], [-1.05, 1.18, -0.54], [0.45, -1.65, 0.62], [0.01, -0.11, 0.05], [-0.20, -0.01, 0.15], [0.41, 0.03, 0.12], [-0.04, 0.23, 0.02], [0.26, -0.03, -0.13], [-0.32, 0.16, 0.10], [0.05, -0.29, 0.11], [0.06, -0.07, -0.03], [0.07, -0.05, 0.03], [-0.03, 0.07, 0.01], [0.27, -0.10, 0.06], [-0.06, -0.02, -0.13], [-0.15, -0.07, 0.08], [-0.15, -0.06, 0.02], [-0.07, -0.05, -0.05], [-0.07, -0.01, 0.02], [0.02, -0.03, 0.06], [-0.01, 0.05, -0.12], [0.09, 0.20, -0.14], [0.05, 0.02, 0.02], [-0.04, 0.04, -0.03], [-0.04, 0.02, -0.15], [-0.01, -0.10, 0.04], [-0.13, -0.03, 0.15], [0.38, 0.16, 0.11], [-0.10, 0.22, -0.03], [0.30, -0.08, -0.10], [-0.32, 0.03, 0.12], [0.06, -0.26, 0.06], [0.06, -0.07, -0.03], [0.07, -0.04, 0.03], [0.00, 0.07, 0.01], [0.26, -0.08, 0.05], [-0.07, -0.02, -0.12], [-0.16, -0.11, 0.09], [-0.17, -0.04, 0.01], [-0.09, -0.01, -0.07], [-0.07, 0.00, 0.00], [0.01, -0.01, 0.06], [-0.01, 0.08, -0.12], [0.06, 0.19, -0.17], [0.04, 0.04, 0.03], [0.01, 0.06, -0.04], [-0.08, 0.01, -0.10], [0.10, -0.02, 0.02], [0.08, -0.20, -0.04], [-0.18, 0.02, 0.34], [-0.22, -0.04, -0.08], [0.00, 0.21, 0.20], [-0.01, -0.25, -0.24], [0.27, 0.02, 0.12], [0.06, 0.06, 0.05], [0.03, 0.01, 0.08], [-0.07, -0.03, -0.01], [0.04, 0.07, 0.27], [0.01, 0.09, -0.11], [0.14, -0.11, -0.11], [0.08, -0.07, -0.14], [0.01, 0.03, -0.09], [0.04, -0.05, -0.05], [0.01, -0.06, 0.04], [-0.08, 0.09, -0.07], [-0.21, 0.16, -0.04], [-0.05, -0.02, 0.04], [-0.05, 0.02, -0.02], [-0.02, 0.06, -0.11], [-0.01, -0.05, -0.08], [0.10, -0.12, -0.12], [0.27, 0.05, 0.20], [-0.04, 0.01, 0.24], [0.08, 0.25, -0.03], [-0.11, -0.25, -0.02], [0.03, 0.00, -0.25], [0.04, 0.08, -0.03], [0.06, 0.04, -0.03], [0.01, 0.01, 0.01], [0.19, 0.16, -0.06], [-0.15, 0.00, -0.01], [-0.06, -0.16, -0.13], [-0.09, -0.14, -0.08], [-0.10, -0.02, -0.01], [-0.02, -0.09, -0.04], [0.05, -0.02, -0.01], [-0.07, -0.01, 0.09], [-0.10, 0.11, 0.22], [0.01, 0.01, 0.05], [0.01, 0.09, 0.03], [-0.11, -0.04, -0.03]], "orbital_gap_ev": 4.8159, "total_energy_ha": -3101.8046, "charge": 1, "fmax_ev_per_a": 4.908}



Entry 2:
{"formula": "H3N2O2P3S", "method": "the ωB97M-V functional and the def2-TZVPD basis", "species": ["N", "N", "O", "O", "P", "P", "P", "S", "H", "H", "H"], "xyz": [[-1.05002, -1.11563, 0.11617], [0.08765, 0.66168, 1.30839], [0.91105, 0.29896, -1.17385], [2.04831, -0.98810, 0.71579], [-0.03143, -1.07483, 1.37009], [0.23717, 1.42091, -0.14315], [-1.45145, 0.10104, -0.89914], [2.45554, 0.11518, -0.29654], [0.83000, 1.06123, 2.00532], [-2.96294, -0.03219, -0.87565], [-1.07389, -0.44826, -2.12742]], "forces_ev_per_a": [[0.31, -1.55, 1.49], [2.09, 0.86, 3.44], [1.63, 0.66, 0.28], [-0.50, -0.53, -0.02], [-0.62, 1.18, -2.28], [0.48, 1.12, -1.28], [-1.84, -2.20, 0.68], [-1.11, -0.03, -0.16], [-1.87, -0.78, -1.58], [1.77, 0.73, -0.20], [-0.34, 0.53, -0.37]], "orbital_gap_ev": 7.8222, "total_energy_ha": -1683.9897, "relative_energy_kj_mol": 106.4, "charge": 0, "fmax_ev_per_a": 4.118}



Entry 3:
{"formula": "C5H11O2", "method": "the ωB97M-V functional and the def2-TZVPD basis", "species": ["C", "C", "H", "H", "H", "H", "H", "H", "C", "C", "C", "O", "O", "H", "H", "H", "H", "H"], "xyz": [[1.97332, -0.33531, 0.31609], [1.41645, -1.58252, 0.98567], [1.57927, -0.15437, -0.68412], [1.63009, 0.55654, 0.85126], [3.06201, -0.28225, 0.36904], [1.82081, -2.48378, 0.53675], [0.33957, -1.63130, 0.82415], [1.61910, -1.59515, 2.05765], [-1.77078, 0.36089, -0.49432], [-1.36391, 1.57116, 0.32419], [-0.86320, 0.03689, -1.70959], [-0.27325, 0.99484, -2.25588], [-0.82447, -1.17825, -2.02144], [-1.81442, -0.52299, 0.13441], [-2.76948, 0.53626, -0.86471], [-1.05031, 2.40862, -0.29131], [-0.50815, 1.38658, 0.98165], [-2.20265, 1.91414, 0.94052]], "forces_ev_per_a": [[-0.28, 0.79, 0.50], [-0.22, 0.11, -0.33], [0.32, -0.44, -0.19], [0.01, -0.06, 0.18], [0.06, -0.17, -0.33], [0.15, -0.20, -0.02], [-0.04, 0.02, 0.10], [0.04, -0.04, 0.03], [0.50, 0.21, 0.11], [0.09, 0.37, 0.37], [0.06, -0.31, -0.05], [-0.02, 0.08, 0.08], [0.02, 0.12, 0.01], [-0.08, -0.20, 0.08], [-0.46, -0.05, -0.32], [-0.10, 0.01, -0.39], [-0.13, -0.21, 0.03], [0.10, -0.01, 0.14]], "orbital_gap_ev": 8.0059, "total_energy_ha": -347.6457, "relative_energy_kj_mol": 10.4, "charge": -1, "fmax_ev_per_a": 0.976}



Entry 4:
{"formula": "C4H13NO4", "method": "the ωB97M-V functional and the def2-TZVPD basis", "species": ["C", "N", "C", "C", "O", "O", "O", "H", "H", "H", "H", "H", "H", "H", "H", "H", "C", "O", "H", "H", "H", "H"], "xyz": [[-0.33140, 0.98073, 1.31507], [-0.80873, 0.83050, -0.06298], [-1.99291, 1.63777, -0.34596], [-0.80812, -0.85116, -0.66489], [0.13679, -0.62575, -1.52640], [-0.57177, -1.64930, 0.41833], [-2.07224, -1.09846, -1.16482], [0.60219, 0.43475, 1.43747], [-0.16280, 2.03504, 1.54745], [-1.08154, 0.58742, 2.00465], [0.07280, 0.73997, -0.85251], [-2.23552, 1.56774, -1.40310], [-1.81033, 2.68416, -0.08829], [-2.84129, 1.27132, 0.23753], [-1.32239, -2.24836, 0.51725], [-2.02351, -0.97192, -2.12105], [3.08668, -1.05808, 0.36651], [2.55176, 0.05716, -0.32134], [3.83726, -0.68156, 1.06152], [3.57809, -1.76130, -0.31739], [2.30840, -1.60564, 0.91472], [1.88858, -0.27502, -0.95178]], "forces_ev_per_a": [[-0.04, -0.02, -0.06], [1.84, -0.72, -0.91], [0.27, -0.06, -0.17], [0.54, 0.90, -1.07], [-0.45, -1.08, 0.29], [-0.02, -0.01, -0.04], [-0.07, -0.12, 0.24], [-0.08, 0.04, -0.03], [0.01, -0.03, -0.07], [0.03, -0.03, -0.01], [-2.24, 1.14, 1.71], [-0.04, 0.03, -0.01], [0.00, -0.06, -0.04], [0.09, -0.03, -0.03], [0.00, 0.10, 0.02], [0.16, 0.01, 0.08], [-0.04, -0.06, -0.11], [0.03, 0.00, -0.11], [-0.07, -0.06, 0.05], [-0.02, 0.06, 0.05], [0.12, 0.06, 0.02], [-0.01, -0.05, 0.17]], "orbital_gap_ev": 10.1921, "total_energy_ha": -515.8693, "relative_energy_kj_mol": 217.4, "charge": 0, "fmax_ev_per_a": 3.044, "smiles": "C[NH+](C)C([O-])(O)O.CO"}